A structure of composition C8H16N3O4SeSiV. Source: OMol25; level of theory: the ωB97M-V functional and the def2-TZVPD basis.

CARTESIAN COORDINATES (ANGSTROEM)
V1 0.01933 -0.09878 -0.57595
N1 -1.06044 2.33904 2.62023
N2 -0.42606 1.23551 3.19081
C1 0.06795 0.20221 2.47001
O1 0.61386 -0.76658 2.90493
O2 -0.13150 0.38354 1.11880
H1 -0.55747 3.18465 2.85907
H2 -2.01116 2.40323 2.96263
H3 -0.31032 1.15269 4.19087
O3 0.25695 -1.23777 -4.22751
C2 0.72457 -1.81471 -3.28563
C3 1.51149 -3.12460 -3.27784
C4 1.83850 -3.40700 -1.80444
C5 1.21644 -2.23615 -1.11069
O4 1.14676 -1.90926 0.08560
N3 0.62063 -1.37770 -1.96519
H4 2.39460 -2.99784 -3.90321
H5 0.89966 -3.89656 -3.74319
H6 2.90438 -3.43781 -1.57739
H7 1.40340 -4.32879 -1.41738
C6 -1.92825 3.92836 -3.82434
Si1 -1.30872 2.20252 -4.16524
C7 -2.58745 0.98907 -4.76938
C8 0.34561 2.11522 -5.00817
Se1 -0.96156 1.41591 -1.86596
H8 -2.15698 4.41220 -4.77654
H9 -1.17582 4.53478 -3.31920
H10 -2.83771 3.92598 -3.22326
H11 -2.88913 1.27053 -5.78084
H12 -3.48330 0.98754 -4.14766
H13 -2.17542 -0.01958 -4.81128
H14 0.21883 2.39515 -6.05697
H15 0.74678 1.10503 -4.97236
H16 1.06072 2.80988 -4.56590

Cartesian forces (eV/Å) of the 6 atoms listed first:
V 0.817 -1.126 1.905
N 0.020 -0.033 0.016
N 0.044 -0.054 0.135
C -0.002 -0.059 -0.097
O -0.003 0.022 0.115
O -0.148 0.018 -1.393

Output
LUMO energy (spin up / spin down) ... -0.22929 / -0.16490 hartree
Expectation value of S² ... 1.2330
E ... -120122.903 eV
Kohn-Sham gap (spin up / spin down) ... 6.72 / 8.49 eV
Total charge ... +1
F_max ... 2.4 eV/A
2S+1 ... 2
Energy above the lowest of the compared OMol25 structures with the same formula, charge and spin ... 157.9 kJ/mol

---

An isolated molecule of C4H9NO2. Source: OMol25; level of theory: the ωB97M-V functional and the def2-TZVPD basis.

CARTESIAN COORDINATES (ANGSTROEM)
C1 0.83715 0.50148 -0.42603
C2 -0.51553 -0.71641 -0.29017
C3 1.35170 0.69150 0.98017
C4 -1.59740 -0.54651 0.73985
O1 1.83885 0.00029 -1.22328
N1 -0.81648 -0.44582 -1.62398
O2 -1.90921 0.06326 -1.89827
H1 1.49290 -0.11929 -2.11803
H2 0.39811 1.42515 -0.82071
H3 0.08607 -1.62408 -0.22997
H4 1.65791 -0.25770 1.41287
H5 0.59662 1.16240 1.60646
H6 2.22067 1.34964 0.94521
H7 -1.93678 0.49092 0.74766
H8 -2.46441 -1.15284 0.46999
H9 -1.24016 -0.82198 1.72825

Cartesian forces (eV/Å) of the 6 atoms listed first:
C -1.349 -0.966 1.353
C 1.677 1.529 0.106
C 0.104 0.203 -0.194
C 0.182 0.435 -0.174
O 0.030 -0.215 -0.157
N -1.903 0.144 -2.207

Output
SMILES string ... C[C@@H](O)[C@@H](C)N=O
LUMO energy ... 0.01573 hartree
E ... -9875.976 eV
Kohn-Sham gap ... 9.31 eV
F_max ... 2.9 eV/A
2S+1 ... 1
Energy above the lowest of the compared OMol25 structures with the same formula, charge and spin ... 394.1 kJ/mol

---

A structure of composition C26H49NO4PdSi2. Source: OMol25; level of theory: the ωB97M-V functional and the def2-TZVPD basis.

CARTESIAN COORDINATES (ANGSTROEM)
O1 0.58999 0.99850 1.07943
O2 -1.70135 3.98648 -0.75082
C1 -0.13298 0.65394 2.26361
C2 0.61071 -0.00528 3.41810
H1 -0.95228 0.01809 1.91216
H2 -0.61293 1.58363 2.59928
H3 1.21270 -0.85914 3.09121
H4 -0.12139 -0.36552 4.15411
H5 1.25432 0.73550 3.90109
C3 1.94315 1.40055 1.28776
C4 2.07339 2.88830 1.52588
H6 2.48320 1.13765 0.36971
H7 2.37392 0.86184 2.14796
H8 1.55646 3.48553 0.76576
H9 3.13652 3.13608 1.47841
H10 1.74229 3.20071 2.52781
C5 -1.34939 4.68627 -1.96390
C6 -2.12544 4.82065 0.33154
C7 0.11644 5.04753 -2.06018
H11 -1.95995 5.60093 -2.04829
H12 -1.63287 3.99177 -2.76136
H13 0.38781 5.77712 -1.29287
H14 0.29086 5.50875 -3.03700
H15 0.74508 4.15653 -1.95611
C8 -1.22976 6.01465 0.58254
H16 -2.14951 4.15936 1.20574
H17 -3.15333 5.16617 0.13340
H18 -0.18229 5.71643 0.70944
H19 -1.55492 6.51199 1.50165
H20 -1.29911 6.73294 -0.24248
H21 -1.47324 2.01805 -0.46635
Pd1 0.21440 -1.68179 -0.83164
C9 -1.89884 1.29625 -1.19491
Si1 -3.77570 1.55297 -1.38997
H22 -1.33006 1.47094 -2.12724
H23 -1.64926 0.29512 -0.80215
C10 -4.65401 1.76792 0.26798
C11 -4.61598 0.12781 -2.29185
C12 -4.49894 2.92905 -2.47361
C13 -0.42856 -2.27557 0.85092
Si2 -0.51367 -4.00471 0.09797
H24 -1.38096 -1.73919 0.98008
H25 0.24168 -2.00483 1.68085
C14 -2.14793 -3.99177 -0.80781
C15 -0.51122 -5.22376 1.54011
C16 0.87148 -4.57913 -1.03900
H26 -5.59577 2.87111 -2.34043
H27 -4.29292 2.73317 -3.53671
H28 -4.17680 3.94656 -2.22048
H29 -4.62737 0.83666 0.85494
H30 -5.71229 2.00453 0.05727
H31 -4.24722 2.58256 0.88647
H32 -4.23067 -0.85340 -1.99438
H33 -4.48256 0.25129 -3.37679
H34 -5.69376 0.17178 -2.07273
H35 -1.07607 -4.82389 2.39351
H36 0.50466 -5.46941 1.88345
H37 -0.99132 -6.15881 1.21079
H38 1.77067 -4.85850 -0.47728
H39 1.16903 -3.82244 -1.78584
H40 0.50417 -5.46667 -1.57348
H41 -2.50725 -5.02228 -0.93132
H42 -2.03821 -3.52701 -1.79769
H43 -2.89081 -3.42467 -0.23007
O3 3.12438 0.72203 -2.21062
C17 2.55581 -0.35001 -1.95389
O4 1.32426 -0.68806 -2.28834
C18 3.36899 -1.36818 -1.16679
C19 4.76123 -1.48936 -1.40082
C20 5.45569 -2.47182 -0.72288
C21 4.76687 -3.28080 0.22225
C22 5.38569 -4.36435 0.88365
C23 4.73344 -5.09997 1.85602
C24 3.42309 -4.75949 2.22374
C25 2.75155 -3.72884 1.57142
C26 3.37680 -2.99275 0.51385
N1 2.71718 -2.07619 -0.25240
H44 5.20268 -0.75963 -2.07859
H45 6.53161 -2.63059 -0.84895
H46 6.41256 -4.59680 0.59504
H47 5.24373 -5.92166 2.36202
H48 2.95121 -5.32180 3.03236
H49 1.71920 -3.49761 1.84675

Cartesian forces (eV/Å) of the 6 atoms listed first:
O 0.551 -0.809 0.442
O 0.255 1.228 -0.042
C -0.736 0.628 -0.428
C -0.074 0.215 -0.128
H 0.188 0.088 0.116
H 0.014 -0.117 0.363

Output
LUMO energy (spin up / spin down) ... -0.01260 / -0.06595 hartree
Expectation value of S² ... 2.0065
E ... -56670.454 eV
Kohn-Sham gap (spin up / spin down) ... 7.73 / 7.28 eV
F_max ... 3.2 eV/A
2S+1 ... 3
Energy above the lowest of the compared OMol25 structures with the same formula, charge and spin ... 0.0 kJ/mol

---

A cluster of 7 separate species, C14H21N7 in total. Source: OMol25; level of theory: the ωB97M-V functional and the def2-TZVPD basis.

CARTESIAN COORDINATES (ANGSTROEM)
C1 1.09386 0.37487 3.72490
C2 1.27037 -0.37304 4.99274
N1 1.42087 -0.92755 6.02191
H1 1.60815 1.33582 3.73830
H2 0.03896 0.63132 3.62736
H3 1.44432 -0.19224 2.86253
C3 -2.83751 2.22380 2.08964
C4 -1.46977 2.66725 2.29102
N2 -0.36379 2.95754 2.53547
H4 -3.10837 1.84358 3.07461
H5 -2.70485 1.41091 1.37569
H6 -3.54879 2.90894 1.62838
C5 0.34610 -2.52607 -3.14000
C6 -0.35920 -1.36280 -3.66474
N3 -0.89741 -0.44665 -4.08998
H7 1.09778 -2.86273 -3.85396
H8 -0.36168 -3.30470 -2.85561
H9 0.79612 -2.21679 -2.19663
C7 3.64512 -3.39889 -0.95197
C8 2.72578 -2.99260 0.11678
N4 1.98428 -2.70037 0.97527
H10 3.23455 -3.04318 -1.89696
H11 3.63656 -4.48703 -0.88894
H12 4.64552 -3.00716 -0.76799
C9 2.25528 2.25186 0.26238
C10 2.94451 1.01066 -0.16112
N5 3.51350 0.05984 -0.48117
H13 1.22168 2.25046 -0.08370
H14 2.71806 3.11916 -0.20850
H15 2.37398 2.36352 1.34013
C11 -0.42040 -0.13401 0.22418
C12 -1.06569 0.99046 -0.39452
N6 -1.52611 1.96624 -0.90308
H16 -0.85119 -1.06675 -0.13985
H17 -0.69225 -0.12998 1.27973
H18 0.66789 -0.18752 0.19512
C13 -3.86080 0.84238 -3.06245
C14 -4.42979 0.88403 -1.75502
N7 -4.99607 0.94375 -0.71154
H19 -3.12314 1.63056 -3.21323
H20 -4.63907 0.84975 -3.82556
H21 -3.42751 -0.15670 -3.10945

Cartesian forces (eV/Å) of the 6 atoms listed first:
C -0.167 -0.081 0.531
C 0.669 -1.183 2.450
N -0.518 1.641 -3.176
H 0.136 -0.131 0.251
H 0.044 -0.185 -0.134
H -0.080 -0.180 0.137

Output
SMILES string ... CC#N.CC#N.CC#N.CC#N.CC#N.CC#N.CC#N
LUMO energy ... 0.00883 hartree
E ... -25286.671 eV
Kohn-Sham gap ... 11.53 eV
F_max ... 5.8 eV/A
2S+1 ... 1
Energy above the lowest of the compared OMol25 structures with the same formula, charge and spin ... 58.4 kJ/mol

---

An isolated molecule of C5H7NO. Source: OMol25; level of theory: the ωB97M-V functional and the def2-TZVPD basis.

CARTESIAN COORDINATES (ANGSTROEM)
C1 0.20668 -1.22935 -1.86573
C2 0.42404 -1.00753 -0.36957
C3 0.09692 0.35308 0.07795
C4 -0.12683 0.47008 1.50925
O1 -0.35290 1.84059 1.96808
C5 -0.78637 2.67541 1.07424
N1 -1.17371 3.48218 0.33211
H1 -0.86298 -1.31450 -2.07936
H2 0.70329 -2.13642 -2.22508
H3 0.58808 -0.36038 -2.40913
H4 0.03288 -1.83625 0.24590
H5 1.51607 -0.97059 -0.16038
H6 -1.01705 -0.10188 1.81851
H7 0.75188 0.13557 2.08322

Cartesian forces (eV/Å) of the 6 atoms listed first:
C 0.007 -0.003 -0.060
C -0.118 0.162 0.013
C 0.073 -0.352 0.347
C 0.060 -0.050 -0.289
O -0.067 0.345 -0.132
C -0.280 0.740 -0.602

Output
LUMO energy ... -0.02892 hartree
E ... -8831.326 eV
Kohn-Sham gap ... 8.53 eV
F_max ... 1.3 eV/A
2S+1 ... 1
Energy above the lowest of the compared OMol25 structures with the same formula, charge and spin ... 470.5 kJ/mol

---

An isolated molecule of C21H26N2O2. Source: OMol25; level of theory: the ωB97M-V functional and the def2-TZVPD basis.

CARTESIAN COORDINATES (ANGSTROEM)
C1 -4.46604 -4.07180 -0.75810
H1 -4.30790 -3.91660 -1.83050
O1 -3.42527 -3.51288 0.00478
C2 -3.21631 -2.16776 -0.06490
C3 -2.18011 -1.67123 0.72855
C4 -1.88191 -0.32635 0.72623
C5 -2.60561 0.56390 -0.06395
C6 -3.63621 0.06620 -0.84368
C7 -3.94762 -1.28425 -0.84940
H2 -4.76075 -1.63035 -1.46782
H3 -4.21502 0.73986 -1.46003
C8 -2.21251 2.02187 -0.12647
N1 -1.72140 2.46367 1.17338
C9 -2.79633 2.43005 2.14714
H4 -3.58484 3.16784 1.92596
H5 -2.38638 2.64594 3.13255
H6 -3.24819 1.44010 2.16782
C10 -1.11191 3.78038 1.15606
H7 -0.19249 3.76982 0.57719
H8 -1.78656 4.55209 0.75286
H9 -0.85734 4.05014 2.17983
H10 -3.09165 2.62264 -0.44023
C11 -1.17087 2.16033 -1.26127
N2 0.00969 1.37057 -1.03708
C12 1.22843 1.90619 -0.79750
O2 1.44110 3.10510 -0.86311
C13 2.30723 0.92072 -0.50127
C14 3.61092 1.28173 -0.83012
C15 4.67490 0.42796 -0.58881
C16 4.42368 -0.79669 -0.00284
C17 3.12426 -1.15739 0.34890
C18 2.06305 -0.31196 0.10707
H11 1.06815 -0.60302 0.41240
C19 3.11286 -2.51058 0.99796
H12 2.28080 -3.13069 0.66414
H13 3.03174 -2.39519 2.08258
C20 4.47925 -3.09775 0.60998
H14 4.87369 -3.76855 1.37148
H15 4.38004 -3.66038 -0.31978
C21 5.38862 -1.88099 0.37406
H16 6.13943 -2.06189 -0.39514
H17 5.91157 -1.60057 1.29289
H18 5.68072 0.71722 -0.85600
H19 3.77118 2.24854 -1.28275
H20 -0.12791 0.37771 -0.93925
H21 -1.65286 1.83260 -2.19030
H22 -0.84977 3.19554 -1.38062
H23 -1.09850 0.06361 1.35844
H24 -1.62656 -2.36627 1.34059
H25 -5.44010 -3.66224 -0.47125
H26 -4.44828 -5.13920 -0.54364

Cartesian forces (eV/Å) of the 6 atoms listed first:
C -0.171 -0.085 -0.130
H -0.016 0.007 0.044
O 0.229 0.213 0.171
C 0.086 0.067 0.038
C -0.115 -0.210 -0.101
C -0.126 -0.072 -0.028

Output
SMILES string ... COc1ccc([C@H](CNC(=O)c2ccc3c(c2)CCC3)N(C)C)cc1
LUMO energy ... 0.02674 hartree
E ... -29274.669 eV
Kohn-Sham gap ... 9.21 eV
F_max ... 0.4 eV/A
2S+1 ... 1
Energy above the lowest of the compared OMol25 structures with the same formula, charge and spin ... 166.6 kJ/mol